{
  "formula": "C28H44ClO22P",
  "method": "wB97M-V/def2-TZVPD",
  "homo_lumo_gap_ev": 9.8,
  "smiles": "C[C@@H](O)COC(=O)O[C@@H](CCC(=O)O)P(O)Cl.C[C@@H]1COC(=O)O1.C[C@@H]1COC(=O)O1.C[C@@H]1COC(=O)O1.C[C@@H]1COC(=O)O1.C[C@@H]1COC(=O)O1",
  "homo_ha": -0.356,
  "lumo_energy_ha": 0.0032,
  "elements": ["C", "C", "O", "C", "O", "C", "O", "O", "C", "C", "C", "C", "O", "O", "P", "O", "Cl", "H", "H", "H", "H", "H", "H", "H", "H", "H", "H", "H", "H", "H", "H", "C", "C", "C", "O", "C", "O", "O", "H", "H", "H", "H", "H", "H", "C", "C", "C", "O", "C", "O", "O", "H", "H", "H", "H", "H", "H", "C", "C", "C", "O", "C", "O", "O", "H", "H", "H", "H", "H", "H", "C", "C", "C", "O", "C", "O", "O", "H", "H", "H", "H", "H", "H", "C", "C", "C", "O", "C", "O", "O", "H", "H", "H", "H", "H", "H"],
  "coordinates": [[8.834, -3.294, 2.514], [9.253, -4.723, 2.866], [8.628, -5.094, 4.089], [9.002, -5.753, 1.754], [7.689, -6.332, 1.818], [6.723, -5.638, 1.199], [6.678, -5.418, 0.013], [5.782, -5.264, 2.076], [4.505, -4.916, 1.515], [3.473, -5.043, 2.646], [2.255, -5.927, 2.292], [1.087, -5.126, 1.778], [0.770, -5.034, 0.628], [0.418, -4.405, 2.720], [4.605, -3.184, 0.776], [2.986, -2.958, 0.834], [5.204, -2.249, 2.534], [8.232, -2.876, 3.322], [8.279, -3.234, 1.574], [9.712, -2.652, 2.410], [10.344, -4.741, 3.012], [8.774, -6.039, 4.224], [9.189, -5.293, 0.779], [9.708, -6.573, 1.870], [4.262, -5.582, 0.683], [3.151, -4.056, 2.976], [3.991, -5.506, 3.489], [1.947, -6.430, 3.218], [2.495, -6.709, 1.572], [0.470, -4.847, 3.578], [2.727, -2.320, 0.156], [-0.476, -1.458, 1.857], [-1.643, -0.583, 2.224], [-2.975, -0.973, 1.625], [-3.665, 0.284, 1.579], [-2.732, 1.260, 1.485], [-2.970, 2.401, 1.252], [-1.496, 0.753, 1.692], [0.459, -1.007, 2.191], [-0.569, -2.438, 2.318], [-0.412, -1.588, 0.776], [-1.728, -0.488, 3.310], [-3.538, -1.687, 2.220], [-2.869, -1.347, 0.604], [9.700, -8.181, -3.555], [9.621, -8.794, -2.182], [8.407, -8.423, -1.358], [8.908, -8.562, -0.019], [10.239, -8.343, -0.055], [10.923, -8.186, 0.907], [10.682, -8.307, -1.331], [10.676, -8.368, -4.001], [8.935, -8.611, -4.201], [9.555, -7.101, -3.506], [9.727, -9.882, -2.238], [7.552, -9.077, -1.507], [8.104, -7.383, -1.502], [-4.032, 5.053, 0.015], [-4.813, 5.631, -1.131], [-4.815, 4.816, -2.403], [-5.024, 5.830, -3.404], [-4.534, 6.994, -2.917], [-4.415, 7.987, -3.565], [-4.233, 6.872, -1.612], [-3.952, 5.780, 0.822], [-4.526, 4.165, 0.401], [-3.022, 4.784, -0.295], [-5.837, 5.858, -0.821], [-5.609, 4.075, -2.448], [-3.852, 4.337, -2.590], [-7.421, 8.810, 1.719], [-7.994, 7.467, 1.354], [-9.095, 6.946, 2.251], [-8.959, 5.526, 2.097], [-7.667, 5.266, 1.785], [-7.178, 4.186, 1.748], [-7.011, 6.421, 1.509], [-6.533, 9.019, 1.124], [-8.155, 9.593, 1.532], [-7.133, 8.837, 2.770], [-8.319, 7.458, 0.309], [-10.093, 7.259, 1.956], [-8.921, 7.199, 3.299], [-7.056, 6.655, -6.114], [-7.911, 7.730, -5.504], [-8.065, 7.658, -4.003], [-9.336, 8.293, -3.800], [-10.068, 8.120, -4.930], [-11.225, 8.367, -5.029], [-9.290, 7.624, -5.921], [-7.112, 6.675, -7.202], [-6.021, 6.808, -5.810], [-7.377, 5.666, -5.783], [-7.557, 8.721, -5.800], [-7.286, 8.184, -3.457], [-8.134, 6.625, -3.651]],
  "forces_ev_per_a": [[0.071, 0.109, 0.160], [0.170, 0.022, -0.034], [0.030, -0.115, -0.172], [0.532, -0.013, 0.103], [-0.244, 0.650, 0.174], [0.111, -0.054, -0.311], [-0.001, -0.005, 0.319], [0.005, -0.656, -0.221], [-0.181, 0.645, 0.147], [0.149, -0.274, -0.148], [-0.071, -0.040, 0.540], [0.114, 0.062, -0.506], [0.036, 0.011, 0.104], [-0.265, -0.319, 0.200], [0.092, -0.319, 0.209], [-0.025, 0.231, -0.282], [0.012, 0.095, -0.024], [-0.066, -0.086, -0.130], [-0.099, -0.022, 0.123], [-0.070, -0.082, -0.057], [-0.071, 0.042, -0.058], [-0.070, 0.127, 0.045], [-0.145, -0.078, -0.020], [-0.263, -0.140, 0.009], [0.137, -0.030, 0.001], [-0.070, -0.090, 0.066], [0.038, 0.075, -0.091], [-0.043, -0.027, -0.120], [0.050, 0.112, -0.041], [0.232, 0.199, -0.010], [-0.128, -0.100, 0.137], [0.114, 0.230, -0.198], [0.092, -0.101, -0.044], [-0.087, -0.006, 0.022], [0.010, -0.086, -0.043], [0.024, 0.019, 0.007], [0.039, -0.043, -0.022], [-0.019, -0.001, 0.091], [-0.024, -0.026, 0.092], [-0.038, 0.049, -0.021], [-0.065, -0.021, -0.002], [-0.013, 0.015, 0.003], [-0.076, 0.098, 0.039], [0.052, -0.044, 0.010], [0.143, 0.171, 0.047], [-0.052, 0.064, -0.142], [-0.044, 0.011, 0.012], [-0.056, -0.006, -0.022], [0.090, 0.029, -0.032], [0.060, -0.073, -0.034], [-0.039, -0.108, 0.025], [-0.022, -0.070, -0.010], [-0.016, -0.012, 0.006], [-0.033, -0.008, 0.023], [0.001, -0.003, 0.016], [0.032, -0.067, 0.122], [-0.002, 0.005, -0.056], [0.183, 0.256, -0.059], [0.081, -0.179, 0.217], [-0.082, 0.015, -0.039], [0.011, -0.155, -0.057], [-0.065, 0.008, 0.121], [-0.024, 0.049, -0.054], [-0.076, 0.033, -0.052], [-0.095, -0.024, 0.024], [-0.037, -0.021, 0.014], [-0.013, -0.045, -0.030], [0.005, 0.010, -0.011], [-0.064, 0.079, -0.086], [0.021, -0.002, 0.061], [0.176, -0.070, 0.102], [0.049, 0.183, 0.045], [-0.081, -0.031, -0.015], [0.004, 0.049, 0.068], [0.003, 0.048, -0.027], [0.020, -0.041, -0.020], [-0.042, -0.024, -0.114], [-0.045, 0.011, -0.059], [-0.018, -0.004, -0.009], [-0.033, -0.016, 0.008], [-0.018, -0.020, -0.002], [-0.018, -0.124, -0.051], [0.019, 0.059, -0.008], [-0.068, -0.154, -0.114], [0.133, -0.097, -0.025], [0.033, 0.073, 0.110], [0.028, -0.063, 0.033], [0.061, -0.047, -0.058], [-0.047, 0.007, 0.013], [-0.014, 0.104, 0.051], [0.010, 0.102, 0.007], [0.007, -0.016, 0.010], [-0.005, 0.020, 0.051], [-0.008, 0.007, -0.001], [-0.078, 0.101, -0.003], [0.050, -0.031, -0.041]],
  "mulliken_charge": [-1.19, 0.43, -0.57, -0.79, -0.30, 0.68, -0.58, -0.23, -0.28, -0.65, -0.91, 0.58, -0.55, -0.42, 0.06, -0.26, -0.28, 0.28, 0.25, 0.34, 0.37, 0.32, 0.43, 0.38, 0.65, 0.46, 0.47, 0.37, 0.34, 0.31, 0.29, -1.42, 0.58, -0.52, -0.31, 0.56, -0.50, -0.37, 0.40, 0.36, 0.33, 0.25, 0.30, 0.31, -1.46, 0.50, -0.38, -0.27, 0.68, -0.59, -0.36, 0.37, 0.37, 0.34, 0.26, 0.33, 0.19, -1.68, 1.14, -0.53, -0.29, 0.61, -0.55, -0.40, 0.35, 0.42, 0.41, -0.10, 0.34, 0.28, -1.52, 0.68, -0.52, -0.34, 0.69, -0.52, -0.33, 0.37, 0.40, 0.36, 0.17, 0.31, 0.30, -1.39, 0.63, -0.23, -0.36, 0.56, -0.54, -0.37, 0.39, 0.33, 0.33, 0.23, 0.16, 0.24]
}

{
  "formula": "C29H24ClN3O5",
  "method": "wB97M-V/def2-TZVPD",
  "homo_lumo_gap_ev": 5.3,
  "homo_ha": -0.257,
  "lumo_energy_ha": -0.0629,
  "elements": ["Cl", "C", "C", "C", "C", "N", "C", "C", "C", "C", "C", "C", "C", "C", "O", "C", "H", "H", "H", "H", "H", "H", "H", "H", "H", "H", "C", "C", "C", "C", "C", "O", "C", "N", "N", "C", "O", "O", "C", "C", "C", "C", "C", "C", "C", "O", "C", "C", "H", "H", "H", "H", "H", "H", "H", "H", "H", "H", "H", "H", "H", "H"],
  "coordinates": [[-1.447, 2.939, 4.298], [-0.315, 3.413, 3.092], [-0.575, 4.512, 2.276], [0.401, 4.847, 1.348], [1.604, 4.172, 1.288], [1.866, 3.112, 2.135], [3.071, 2.460, 2.063], [3.108, 1.036, 2.198], [4.030, 0.251, 1.277], [4.355, -1.067, 1.647], [5.227, -1.838, 0.863], [5.768, -1.290, -0.315], [5.351, -0.027, -0.757], [4.459, 0.723, 0.025], [2.409, 0.423, 3.021], [0.857, 2.693, 2.992], [-1.520, 5.046, 2.359], [0.229, 5.656, 0.649], [2.384, 4.402, 0.562], [3.932, 2.990, 1.627], [3.927, -1.467, 2.571], [5.494, -2.852, 1.179], [6.470, -1.869, -0.918], [5.718, 0.385, -1.704], [4.104, 1.694, -0.326], [1.063, 1.828, 3.600], [10.520, -0.311, 4.581], [10.358, 0.473, 3.434], [9.628, 1.671, 3.480], [9.002, 2.094, 4.662], [8.114, 3.317, 4.694], [6.728, 2.946, 4.279], [5.692, 3.610, 4.810], [4.430, 3.074, 4.220], [3.419, 3.704, 4.559], [2.697, 3.445, 5.816], [2.465, 4.414, 6.525], [2.289, 2.178, 5.930], [1.292, 1.895, 6.999], [1.201, 0.400, 7.094], [0.288, -0.291, 6.293], [0.365, -1.679, 6.173], [1.315, -2.400, 6.912], [2.121, -1.719, 7.834], [2.033, -0.329, 7.956], [5.675, 4.521, 5.617], [9.246, 1.349, 5.826], [9.976, 0.151, 5.783], [11.078, -1.253, 4.537], [10.812, 0.152, 2.497], [9.531, 2.280, 2.584], [8.053, 3.708, 5.720], [8.504, 4.110, 4.030], [1.679, 2.332, 7.927], [0.321, 2.360, 6.734], [-0.469, 0.282, 5.754], [-0.319, -2.201, 5.505], [1.402, -3.484, 6.789], [2.814, -2.281, 8.463], [2.612, 0.215, 8.700], [8.849, 1.715, 6.773], [10.139, -0.425, 6.696]],
  "forces_ev_per_a": [[-0.195, -0.121, 0.094], [0.344, 0.364, -0.691], [-0.331, -0.332, 0.324], [0.499, 0.028, -0.007], [-0.192, 0.072, 0.306], [-0.405, -0.072, 0.138], [0.275, -0.545, -1.586], [0.084, -0.004, 0.512], [-0.079, -0.401, -0.179], [0.392, -0.018, -0.097], [-0.100, 0.562, -0.071], [-0.429, 0.036, 0.077], [-0.158, -0.081, 0.400], [0.338, -0.005, 0.270], [-0.002, -0.155, -0.517], [0.323, 0.468, -0.118], [0.313, -0.095, -0.059], [0.081, -0.047, 0.064], [-0.284, -0.116, 0.334], [-0.975, -0.196, -0.086], [0.195, 0.199, -0.322], [-0.088, 0.434, -0.150], [-0.194, 0.147, 0.192], [-0.160, -0.233, 0.378], [0.189, -0.271, 0.100], [0.228, 0.049, -0.024], [-0.258, 0.478, -0.059], [-0.049, 0.209, 0.106], [-0.098, -0.325, 0.123], [0.285, -0.453, -0.089], [-0.345, 0.171, 0.421], [0.356, 0.414, 0.080], [-0.257, -1.676, 2.319], [2.778, 4.185, -0.419], [-2.952, -4.041, 0.005], [1.001, 3.173, 1.552], [-0.401, -1.917, -0.613], [0.035, 0.790, -0.177], [0.108, 0.233, 0.220], [-0.263, -0.360, 0.191], [0.301, -0.083, -0.159], [0.122, -0.055, 0.308], [-0.161, 0.459, -0.020], [-0.223, 0.032, 0.011], [-0.013, -0.044, -0.545], [0.571, -1.081, -1.570], [-0.089, -0.223, -0.238], [0.039, 0.190, 0.003], [-0.242, 0.427, 0.053], [-0.149, 0.137, 0.216], [-0.053, -0.178, 0.078], [-0.040, -0.014, -0.369], [-0.457, -0.367, 0.153], [-0.142, 0.030, -0.253], [0.679, -0.155, -0.013], [0.297, -0.227, -0.092], [0.154, 0.101, 0.143], [-0.034, 0.446, 0.086], [-0.207, 0.190, -0.145], [0.149, -0.178, -0.213], [0.007, -0.197, -0.149], [-0.120, 0.241, -0.227]],
  "mulliken_charge": [-0.22, 0.41, -0.50, -0.45, -0.30, 0.43, -0.71, 0.66, 0.18, -0.41, -0.55, -0.36, -0.66, -0.28, -0.75, -0.97, 0.43, 0.38, 0.38, 0.61, 0.42, 0.36, 0.38, 0.37, 0.41, 0.87, -0.44, -0.42, -0.42, 0.71, -0.96, -0.17, 0.41, 0.20, -0.08, 0.49, -0.60, -0.04, -0.97, 0.76, -0.16, -0.57, -0.53, -0.38, -0.60, -0.54, -0.43, -0.45, 0.37, 0.36, 0.35, 0.39, 0.39, 0.47, 0.33, 0.26, 0.39, 0.38, 0.37, 0.35, 0.33, 0.35]
}

{
  "formula": "C3H6N2O2",
  "method": "wB97M-V/def2-TZVPD",
  "relative_energy_kj_mol": 55.9,
  "homo_lumo_gap_ev": [11.2, 6.0],
  "s_squared": 0.7704,
  "spin_multiplicity": 2,
  "homo_ha": [-0.567, -0.565],
  "lumo_energy_ha": [-0.1572, -0.3448],
  "charge": 1,
  "elements": ["C", "N", "C", "C", "N", "O", "O", "H", "H", "H", "H", "H", "H"],
  "coordinates": [[-1.553, 1.069, -1.352], [-1.250, 0.247, -0.232], [-0.094, 0.290, 0.619], [0.859, -0.852, 0.138], [2.039, -0.838, 0.768], [0.468, -1.728, -0.580], [-2.199, 0.670, -2.264], [-1.330, 2.130, -1.142], [-1.693, -0.681, -0.206], [0.346, 1.275, 0.505], [-0.451, 0.193, 1.643], [2.646, -1.625, 0.620], [2.213, -0.149, 1.483]],
  "forces_ev_per_a": [[-0.608, 1.721, 1.038], [0.315, -1.396, 0.394], [-1.150, 1.668, -1.312], [0.474, -1.434, 1.179], [-0.403, 0.725, -0.026], [-0.329, 0.259, -0.526], [0.109, -0.748, -0.170], [0.541, -0.237, -0.459], [-0.171, 0.100, -0.454], [0.349, 0.131, 0.068], [0.213, -0.590, 0.264], [0.265, -0.019, 0.072], [0.394, -0.181, -0.068]],
  "mulliken_spin": [-0.11, 0.70, 0.01, 0.05, 0.02, 0.04, 0.27, -0.01, -0.02, 0.00, 0.04, 0.00, 0.00]
}